Entry 1:
Below is C33H31EuN2O2S5 as an isolated structure, with properties calculated with ωB97M-V/def2-TZVPD.

The geometry in XYZ format:
```
74
Properties=species:S:1:pos:R:3:forces:R:3:lowdin_spin:R:1
Eu -0.50159 0.67518 -0.51747 0.38 0.20 -0.06 6.095
C 0.01980 5.24335 -0.68611 0.00 -0.01 0.02 0.000
C -0.20756 4.07862 0.24208 0.01 0.05 -0.10 0.000
C 0.86662 3.48341 0.90833 0.05 -0.01 -0.09 -0.001
C 2.26760 3.98419 0.67697 0.03 0.01 0.01 0.000
C 0.64109 2.42817 1.80493 0.04 -0.13 0.15 -0.003
C 1.79498 1.87888 2.60904 0.01 0.04 -0.02 0.000
C -0.66867 1.98359 2.04055 -0.09 -0.12 0.28 -0.004
C -0.93383 0.86821 3.03485 -0.02 0.08 0.03 0.000
C -1.75556 2.63805 1.42838 -0.08 -0.15 0.07 -0.004
C -3.15838 2.38009 1.92928 0.00 0.01 -0.04 0.000
C -1.51573 3.62328 0.46244 -0.12 -0.03 0.01 -0.002
C -2.66869 4.22253 -0.30333 0.00 -0.01 0.00 0.000
H 0.10850 4.89581 -1.72042 0.01 0.02 0.05 0.000
H 0.92668 5.78633 -0.43095 -0.02 -0.01 0.00 0.000
H -0.81030 5.94693 -0.63750 0.03 -0.02 -0.01 0.000
H 2.46190 4.87988 1.27606 -0.01 0.00 -0.03 0.000
H 2.42502 4.24047 -0.37019 -0.01 -0.01 0.02 0.000
H 3.00879 3.23491 0.93855 -0.02 0.03 0.00 0.000
H 2.54420 1.41460 1.96559 -0.01 0.00 0.01 0.000
H 1.47712 1.14980 3.34739 0.01 0.01 0.00 0.000
H 2.28416 2.69517 3.14671 -0.01 -0.03 -0.03 0.000
H -0.87950 1.23332 4.06476 0.00 -0.01 -0.02 0.000
H -0.20409 0.06462 2.93735 0.01 -0.01 0.00 0.000
H -1.91495 0.42731 2.88326 0.00 -0.01 0.00 0.000
H -3.62709 1.51808 1.45477 -0.01 -0.02 0.01 0.000
H -3.79432 3.24159 1.73657 0.00 -0.02 -0.01 0.000
H -3.14689 2.21853 3.00638 0.00 0.01 0.00 0.000
H -3.07293 5.10579 0.20190 0.02 -0.02 -0.02 0.000
H -3.47347 3.49836 -0.41734 0.01 0.01 0.01 0.000
H -2.35688 4.52129 -1.30274 -0.01 -0.01 0.02 0.000
S -3.35885 0.52100 -1.02946 0.25 0.06 -0.15 -0.018
C -3.15899 -0.86784 -0.05034 0.03 -0.04 -0.03 -0.001
N -2.00915 -1.11446 0.56074 0.09 0.06 0.06 -0.007
C -2.03205 -2.33688 1.19501 0.16 0.14 0.08 0.000
C -0.78366 -2.95286 1.68286 0.00 -0.04 -0.01 0.000
C -0.85145 -4.41047 2.22260 -0.01 0.01 -0.07 0.000
C -2.18658 -5.07564 2.01887 0.10 0.00 0.02 0.000
C -3.25521 -4.44594 1.52673 -0.07 0.08 -0.06 0.000
C -3.17109 -3.04719 1.09607 -0.16 -0.10 -0.03 0.000
S -4.32152 -2.13084 0.17218 -0.10 -0.05 0.01 0.000
H -0.21615 -2.28193 2.32958 0.02 -0.03 0.03 0.000
H -0.54671 -4.52066 3.26577 0.00 0.02 0.01 0.000
H -2.27080 -6.11425 2.32288 -0.01 0.04 -0.02 0.000
H -4.19485 -4.97315 1.41518 0.01 0.02 0.01 0.000
S 2.39213 0.96003 -0.71809 -0.06 0.00 -0.08 -0.020
C 2.27162 -0.65427 -0.18884 -0.07 -0.05 0.06 -0.001
N 1.12106 -1.31217 -0.24335 -0.16 0.00 0.03 -0.008
C 1.25132 -2.58138 0.27748 -0.19 0.05 -0.08 0.000
C 0.07280 -3.44165 0.49297 0.02 0.01 0.01 0.000
C 0.28469 -4.80478 1.20836 0.04 0.05 0.03 0.000
C 1.66511 -4.98562 1.78380 -0.11 0.00 -0.02 0.000
C 2.67013 -4.13874 1.55242 0.05 0.13 -0.08 0.000
C 2.45772 -2.91485 0.77170 0.19 -0.04 0.11 0.000
S 3.54555 -1.58101 0.53375 0.07 -0.04 0.02 0.000
H -0.52802 -3.52946 -0.41309 -0.03 -0.03 -0.01 0.000
H 0.03566 -5.67612 0.59798 -0.03 0.01 -0.01 0.000
H 1.83952 -5.87763 2.37678 0.02 0.03 -0.02 0.000
H 3.65455 -4.33044 1.96225 -0.03 0.00 -0.01 0.000
O 3.63852 -1.79337 -6.03595 0.06 0.13 0.08 0.000
C 2.69766 -2.09907 -5.11013 -0.26 0.04 -0.32 0.000
O 2.47853 -3.24747 -4.84758 0.08 -0.04 0.15 0.000
C 1.92663 -0.95811 -4.52787 0.17 0.02 0.01 0.000
C 2.38778 0.36369 -4.51450 0.01 0.05 0.05 -0.001
C 1.64144 1.36855 -3.93841 0.08 -0.07 -0.10 0.000
C 0.38825 1.09350 -3.37441 -0.14 0.03 -0.16 -0.002
S -0.56501 2.36280 -2.62259 0.04 -0.10 -0.01 -0.020
C -0.06995 -0.22767 -3.40535 0.00 0.04 -0.04 -0.001
C 0.69442 -1.24069 -3.96943 -0.03 -0.13 0.17 0.000
H 3.60916 -0.85053 -6.24316 0.01 -0.08 0.04 0.000
H 3.36946 0.61399 -4.90468 -0.02 0.00 0.00 0.000
H 2.02455 2.37909 -3.88874 0.00 -0.01 -0.03 0.000
H -1.07618 -0.44132 -3.05828 -0.18 -0.06 0.01 0.000
H 0.34193 -2.26455 -3.99180 -0.02 0.04 0.03 0.000
```
Forces are in eV/Å.

Properties
Largest force on an atom, eV/Å: 0.43
HOMO energy (alpha / beta), eV: -7.454 / -7.456
LUMO energy (alpha / beta), eV: -1.6 / 0.4
Multiplicity: 7
Total charge: 0
Energy above the lowest of the compared OMol25 structures with the same formula, charge and spin, kcal per mole: 51.5

Entry 2:
Below is C33H31FN3O5P2PdS as an isolated structure, with properties calculated with ωB97M-V/def2-TZVPD.

The geometry in XYZ format:
```
77
Properties=species:S:1:pos:R:3:forces:R:3:lowdin_charge:R:1
Pd -0.24899 0.21949 -2.56891 0.00 -0.25 0.50 0.339
F 3.59148 -2.86949 1.36731 0.03 -0.06 -0.04 0.074
C 3.95825 -2.95929 0.07830 -0.01 0.04 -0.05 -0.180
C 3.78855 -1.93008 -0.75999 0.04 -0.03 -0.02 0.051
N 4.16131 -1.99281 -2.08308 -0.07 0.04 0.01 0.019
C 3.89690 -0.85637 -2.97509 -0.07 -0.02 0.03 -0.018
C 2.40085 -0.51462 -3.09694 0.15 0.09 -0.01 -0.640
O 1.95087 -0.26193 -4.22086 0.10 -0.08 0.06 -0.029
O 1.76376 -0.46837 -2.00533 -0.12 -0.01 0.03 -0.161
C 4.73627 -3.12829 -2.61161 0.02 -0.03 -0.03 -0.467
O 5.10439 -3.24233 -3.76218 -0.01 0.00 0.01 0.075
N 4.88164 -4.16868 -1.70693 0.00 -0.01 0.00 0.210
C 4.53333 -4.21428 -0.36215 0.02 -0.02 0.01 -0.412
O 4.71870 -5.20678 0.31107 0.00 0.01 0.00 0.079
H 3.32319 -1.00536 -0.45207 0.01 0.01 0.02 0.140
H 4.30594 -1.10274 -3.94711 -0.01 -0.02 0.00 0.119
H 4.41094 0.02208 -2.57876 -0.02 0.02 -0.03 0.138
H 5.29265 -5.00671 -2.09124 -0.01 0.01 0.01 0.164
C -0.37529 -0.56156 0.87440 0.44 -0.13 -0.27 -0.505
P -1.29683 -0.26220 -0.68271 -0.78 0.41 -0.88 0.849
C -2.27665 -1.79443 -0.83620 0.05 -0.06 0.10 -0.354
C -1.70273 -3.02769 -0.53919 0.01 0.00 0.06 -0.095
C -2.42012 -4.20330 -0.71431 0.01 0.00 -0.01 -0.096
C -3.71818 -4.15536 -1.19783 -0.01 0.01 0.00 -0.102
C -4.28594 -2.92995 -1.52258 -0.01 0.01 0.00 -0.081
C -3.57079 -1.75567 -1.35112 0.01 0.00 -0.04 -0.113
C -2.50381 0.98955 -0.12430 0.05 0.03 0.14 -0.390
C -3.45193 0.70131 0.85657 0.07 -0.02 0.02 -0.096
C -4.31631 1.68406 1.31059 -0.02 0.02 -0.03 -0.089
C -4.23394 2.97059 0.79091 -0.06 -0.05 -0.03 -0.105
C -3.28245 3.26846 -0.17033 0.00 -0.04 -0.06 -0.087
C -2.41613 2.28318 -0.62691 -0.06 0.03 -0.04 -0.144
P 0.53270 0.94470 1.44997 -0.08 0.01 -0.06 1.050
C 1.63522 0.23093 2.73717 0.00 -0.06 0.02 -0.390
C 1.82526 -1.12351 2.98988 -0.08 0.06 0.01 -0.110
C 2.70987 -1.54604 3.97517 0.01 0.01 0.07 -0.094
C 3.41199 -0.62019 4.72837 -0.02 -0.04 -0.01 -0.097
C 3.23260 0.73644 4.48546 -0.01 0.04 -0.02 -0.094
C 2.36037 1.15363 3.49540 0.04 0.02 0.03 -0.113
C -0.72600 1.67482 2.57868 0.02 0.04 0.08 -0.389
C -1.14992 2.97816 2.34836 0.05 -0.01 0.04 -0.114
C -2.07744 3.57902 3.19109 0.04 -0.01 0.05 -0.096
C -2.58299 2.88202 4.27572 0.01 0.03 0.00 -0.099
C -2.16418 1.57835 4.51670 0.00 -0.02 -0.01 -0.089
C -1.24222 0.98196 3.67377 -0.01 0.00 0.01 -0.096
H 0.37991 -1.31591 0.63394 0.02 0.06 -0.01 0.029
H -1.04547 -0.97234 1.63343 -0.02 0.01 -0.01 0.064
H -0.67952 -3.08566 -0.18599 -0.02 0.01 0.02 0.096
H -1.95778 -5.15457 -0.48184 0.00 0.00 0.00 0.097
H -4.28109 -5.07025 -1.33614 0.00 0.00 -0.01 0.095
H -5.28808 -2.88587 -1.93044 0.00 -0.01 0.01 0.100
H -3.99352 -0.80859 -1.66016 0.01 0.03 0.01 0.078
H -3.51946 -0.30000 1.26792 -0.01 -0.02 -0.02 0.111
H -5.05248 1.44773 2.06915 0.01 0.00 0.00 0.101
H -4.91312 3.73907 1.14107 0.00 0.00 0.01 0.099
H -3.21597 4.26827 -0.58154 0.00 0.01 0.01 0.104
H -1.68523 2.50567 -1.39376 0.01 -0.03 -0.04 0.056
H 1.28965 -1.87188 2.42140 0.00 0.01 0.00 0.089
H 2.84882 -2.60591 4.14680 0.01 0.00 -0.02 0.104
H 4.10100 -0.95073 5.49522 0.00 0.00 0.00 0.097
H 3.78118 1.47014 5.06308 0.00 0.00 0.00 0.098
H 2.23224 2.21439 3.30642 0.00 0.00 0.00 0.101
H -0.76408 3.51814 1.49200 0.02 0.00 0.03 0.101
H -2.40881 4.59019 2.99032 0.00 0.00 0.00 0.104
H -3.30650 3.34914 4.93255 0.00 0.00 0.00 0.097
H -2.55714 1.02900 5.36350 0.00 0.00 0.00 0.098
H -0.90921 -0.03087 3.87418 0.01 0.00 0.01 0.105
C -0.51590 4.05309 -4.49548 -0.03 0.00 0.00 -0.037
C 0.44962 2.93376 -4.19956 -0.19 0.04 0.11 -0.662
N 0.78583 2.15481 -5.25561 0.11 0.01 -0.12 0.150
O 0.86567 2.73725 -3.06569 0.18 0.02 -0.07 -0.030
H -0.35698 4.49230 -5.48107 -0.01 -0.01 -0.01 0.069
H -0.43040 4.81532 -3.72503 0.00 0.00 0.00 0.074
H -1.51567 3.61027 -4.45062 0.00 -0.01 0.01 0.049
H 0.16396 2.17122 -6.04583 -0.03 0.00 0.01 0.095
H 1.19755 1.25007 -5.03429 0.02 0.06 0.05 0.052
S -2.18320 0.73203 -3.55507 0.18 -0.15 0.33 -0.145
```
Forces are in eV/Å.

Properties
Largest force on an atom, eV/Å: 1.25
HOMO energy, eV: -3.680
LUMO energy, eV: 2.5
Total charge: -1
Energy above the lowest of the compared OMol25 structures with the same formula, charge and spin, kcal per mole: 0.0

Entry 3:
Below is C33H31HfN10O4S2 as an isolated structure, with properties calculated with ωB97M-V/def2-TZVPD.

The geometry in XYZ format:
```
81
Properties=species:S:1:pos:R:3:forces:R:3:nbo_charge:R:1
Hf 0.32453 0.66029 0.46584 0.74 -0.92 -0.95 2.105
N 3.35255 4.06692 1.24760 0.00 -0.02 0.19 -0.763
C 2.69860 2.96825 0.85103 0.22 0.00 -0.09 0.314
S 2.01596 1.94024 2.08335 -0.20 0.30 -0.51 -0.241
N 2.70131 2.76685 -0.45928 -0.37 -0.48 0.27 -0.430
N 1.97300 1.66595 -0.80310 0.48 0.40 -0.08 -0.316
C 2.07791 1.28854 -2.01586 -0.14 -0.24 -0.40 0.056
C 1.29987 0.14593 -2.50914 0.22 0.38 0.22 0.171
C 1.37132 -0.19686 -3.84662 0.05 -0.26 -0.26 -0.230
C 0.69627 -1.32335 -4.28806 0.03 0.04 -0.09 -0.145
C -0.02223 -2.07529 -3.37243 -0.01 -0.07 -0.05 -0.200
C -0.08090 -1.64362 -2.06112 0.07 0.09 0.10 0.053
N 0.54228 -0.53977 -1.63172 -0.17 0.19 -0.10 -0.538
H 3.42283 4.29538 2.22216 -0.01 0.01 -0.01 0.415
H 3.77699 4.66001 0.55504 0.01 0.01 0.00 0.413
H 2.75129 1.81694 -2.68306 -0.05 0.00 -0.08 0.213
H 1.97425 0.40114 -4.51705 -0.02 -0.03 -0.01 0.239
H 0.74333 -1.61765 -5.32959 0.00 0.01 0.05 0.237
H -0.54221 -2.97912 -3.66060 0.03 0.04 0.00 0.234
H -0.66459 -2.17986 -1.32406 -0.02 0.03 0.00 0.240
O -0.06308 0.87721 5.87264 0.10 -0.10 -0.01 -0.631
C 0.55922 -0.29065 5.58654 -0.13 0.16 0.08 0.347
C 1.25775 -0.97474 6.58106 0.01 -0.03 0.02 -0.292
C 1.89099 -2.17356 6.31832 0.01 -0.01 -0.01 -0.157
C 1.83809 -2.72337 5.04153 -0.06 0.09 0.00 -0.248
C 1.15264 -2.03938 4.05691 0.02 -0.06 -0.02 -0.158
C 0.50501 -0.82111 4.29090 -0.01 -0.32 -0.28 -0.142
C -0.10608 -0.15211 3.12231 -0.18 -0.05 0.05 0.561
O 0.06759 -0.72188 1.92311 0.05 0.10 1.34 -0.871
N -0.72130 0.97725 3.26438 -0.15 0.39 -0.31 -0.341
N -0.95133 1.56994 1.99968 -0.12 -0.66 0.73 -0.439
C -1.84053 2.47827 1.94431 -0.11 0.41 -0.21 0.196
C -2.13186 3.25003 0.74016 -0.05 -0.13 0.37 -0.138
C -3.04673 4.30006 0.85706 -0.06 0.06 0.07 -0.141
C -3.34091 5.12570 -0.20811 0.06 -0.04 -0.08 -0.248
C -2.69198 4.91205 -1.42205 0.00 0.01 0.04 -0.158
C -1.78627 3.87413 -1.56573 -0.05 0.14 -0.01 -0.289
C -1.51096 3.02071 -0.50047 -0.03 -0.19 0.09 0.345
O -0.69054 1.97995 -0.69975 -0.08 0.79 0.00 -0.892
H 0.10205 1.09344 6.79828 -0.03 0.01 -0.04 0.483
H 1.29541 -0.54703 7.57744 0.00 -0.01 -0.01 0.215
H 2.42811 -2.67842 7.11258 -0.04 0.02 -0.04 0.224
H 2.32682 -3.66369 4.82344 -0.01 0.02 0.00 0.218
H 1.10772 -2.43125 3.04940 0.02 0.01 0.03 0.206
H -2.37643 2.71065 2.86228 -0.02 0.06 -0.03 0.215
H -3.52339 4.46169 1.81785 0.01 0.01 -0.04 0.220
H -4.05195 5.93172 -0.09657 0.01 0.00 -0.01 0.229
H -2.89013 5.56614 -2.26178 0.00 0.00 0.00 0.223
H -1.25534 3.71539 -2.49648 -0.01 0.03 0.04 0.217
N 1.43481 -5.06009 1.20951 0.02 0.13 -0.08 -0.815
C 2.57865 -4.71997 0.55746 -0.06 -0.10 -0.04 0.652
O 3.26098 -5.51616 -0.05131 0.03 0.00 0.08 -0.582
C 2.95972 -3.26802 0.60322 0.03 -0.10 0.02 -0.178
C 4.29659 -2.91543 0.73563 0.11 -0.08 -0.03 -0.091
C 4.62924 -1.57788 0.74334 0.08 0.11 -0.01 -0.249
C 3.62510 -0.63267 0.59139 -0.08 -0.04 -0.13 0.088
N 2.34223 -0.96161 0.43315 -0.03 0.03 0.19 -0.504
C 2.02992 -2.26363 0.45382 -0.17 0.16 0.09 0.074
H 1.17111 -6.03102 1.22223 0.00 -0.01 -0.01 0.416
H 0.95162 -4.42021 1.81535 0.03 -0.03 0.01 0.400
H 5.04814 -3.69001 0.82585 -0.03 0.01 0.00 0.248
H 5.65368 -1.25214 0.86102 -0.02 -0.02 0.00 0.238
H 3.85685 0.42345 0.59313 -0.01 0.01 0.01 0.220
H 0.97920 -2.51046 0.35406 -0.01 0.03 0.00 0.215
C -2.28369 1.68747 -4.33431 -0.05 -0.07 -0.02 -0.664
C -2.81371 0.51791 -3.57039 0.12 0.19 0.02 0.324
C -3.63296 -0.44661 -4.06852 -0.05 0.00 -0.16 -0.344
C -4.05882 -1.45924 -3.19144 -0.11 -0.24 0.27 0.339
N -3.67466 -1.52904 -1.92073 0.08 0.21 -0.10 -0.480
C -2.85153 -0.57857 -1.43746 -0.17 -0.19 0.02 0.308
S -2.26819 -0.59612 0.16788 -0.06 -0.34 -0.28 -0.150
N -2.46123 0.42298 -2.27149 0.22 0.20 0.04 -0.555
C -4.96944 -2.54198 -3.68458 0.08 0.02 0.06 -0.659
H -2.58118 1.62857 -5.37815 0.01 -0.01 0.00 0.243
H -1.19353 1.71972 -4.27569 -0.01 -0.01 0.01 0.236
H -2.66924 2.61588 -3.90901 -0.02 -0.06 -0.02 0.253
H -3.95308 -0.41843 -5.10076 -0.01 -0.03 0.06 0.240
H -1.82493 1.11001 -1.86068 0.06 0.05 0.02 0.466
H -5.60922 -2.19145 -4.49308 0.02 0.01 0.02 0.230
H -5.57136 -2.92410 -2.86428 0.00 0.01 0.01 0.254
H -4.36601 -3.36919 -4.06776 -0.01 0.01 0.00 0.244
```
Forces are in eV/Å.

Properties
Largest force on an atom, eV/Å: 1.52
HOMO energy, eV: -10.396
LUMO energy, eV: -3.4
Total charge: +1